Entry 1:
Computed, not measured: 2 unconnected molecules or ions with the total composition C2ClN5 in a non-equilibrium geometry, with wB97M-V/def2-TZVPD.

## Properties
E_LUMO in eV: 0.352
Highest occupied orbital energy in eV: -10.5
Energy in eV: -22043.024
Spin multiplicity: 1
Strongest force on any atom in eV Å⁻¹: 2.98

Each line ends with the natural charge from an NBO analysis.
Geometry (Å):
C1 -1.65969 0.39027 -0.02426  0.39
C2 2.00988 1.27983 -0.39894  0.16
N1 -1.83588 1.35169 -0.63430  -0.34
N2 1.66275 0.27740 -0.82872  -0.33
N3 -1.38882 -0.63486 0.76247  -0.38
N4 -0.46393 -2.69161 0.21254  0.05
N5 -0.84498 -1.65182 0.39035  0.29
Cl1 2.46879 2.69968 0.20678  0.17

Cartesian forces (eV/Å) of the 6 atoms listed first:
C 0.5 0.6 -0.8
C -0.1 -0.1 -0.1
N -0.3 0.0 0.1
N -0.2 -0.6 -0.2
N -0.8 1.2 1.6
N 0.0 1.1 0.1

---

Entry 2:
Computed, not measured: a molecular structure, C2CsFO in a non-equilibrium geometry, with wB97M-V/def2-TZVPD.

## Properties
E_LUMO in eV: -1.104
Highest occupied orbital energy in eV: -5.9
Energy in eV: -7383.052
Spin multiplicity: 1
Strongest force on any atom in eV Å⁻¹: 2.12

Each line ends with the Mulliken charge.
Geometry (Å):
C1 -0.14571 0.38611 -0.05193  -0.26
O1 -1.68088 -1.45184 0.36567  -0.50
C2 -1.06514 -0.54051 -0.10222  0.15
F1 -0.49474 1.73413 0.00666  -0.28
Cs1 3.38647 -0.12790 -0.21818  0.89

Atomic forces in eV per Å
C 1.2 0.2 -0.7
O -0.3 -0.5 -1.1
C 0.1 0.2 2.1
F -0.1 0.0 -0.3
Cs -0.9 0.1 0.0